# 1
The following is a DFT calculation (ωB97M-V/def2-TZVPD) of a single C4H5F3O molecule in a non-equilibrium geometry.

```
13
Properties=species:S:1:pos:R:3:mulliken_charge:R:1
C 1.37 -1.39 0.67 -0.72
C 0.69 -0.24 0.50 -0.30
C -0.42 -0.09 -0.54 0.05
O -0.05 0.58 -1.73 -0.53
C -1.33 0.96 0.17 0.74
F -1.74 0.53 1.33 -0.26
F -2.31 1.31 -0.64 -0.25
F -0.65 2.01 0.49 -0.28
H 2.27 -1.27 1.31 0.22
H 1.11 -2.35 0.40 0.35
H 1.12 0.68 0.89 0.27
H -0.91 -1.00 -0.86 0.36
H 0.85 0.30 -1.99 0.34
```

The HOMO-LUMO gap comes out at 11.33 eV. As for the SMILES: C=C[C@H](O)C(F)(F)F. The total charge is 0. For the max |F|, the calculation gives 4.1 eV/A. The LUMO energy is 0.82 eV. As for the calculated total energy: -14427.9721 eV. Its spin multiplicity is 1. The calculation puts the energy above the lowest of the compared OMol25 structures with the same formula, charge and spin at 0.0722 eV.

=====

# 2
The following is a DFT calculation (ωB97M-V/def2-TZVPD) of 3 unconnected molecules or ions with the total composition C30H41F14IN4O11S in a non-equilibrium geometry.

```
102
Properties=species:S:1:pos:R:3:mulliken_charge:R:1
C 5.49 -3.28 2.26 -0.73
C 5.42 -3.91 0.72 -0.53
C 4.25 -3.02 -0.08 0.14
C 2.77 -3.53 0.42 -0.56
O 1.65 -2.65 0.00 -0.20
N 1.92 -1.35 0.36 1.34
C 1.99 -1.10 1.88 0.01
O 0.91 -1.40 2.63 -0.58
O 3.17 -0.56 2.58 -0.59
C 2.14 -0.34 -0.58 -1.36
N 2.48 1.02 -0.03 0.32
C 3.23 1.90 -1.05 -0.67
I 4.48 3.17 0.30 0.19
O 2.17 2.64 -1.74 0.15
C 2.60 3.83 -2.44 -0.54
C 1.75 5.11 -1.80 -0.26
N 2.62 6.14 -1.12 -0.28
C 1.97 6.70 0.13 -0.79
C 2.31 5.90 1.51 0.83
C 1.35 6.36 2.80 -1.05
O 3.70 6.14 1.97 -0.55
C 4.11 0.88 -1.98 0.31
S 5.26 1.67 -3.22 1.25
O 4.53 2.26 -4.48 -0.55
O 6.27 2.68 -2.65 -0.50
F 6.22 0.36 -3.87 -0.34
C 2.99 0.04 -2.90 -0.79
N 2.06 -0.76 -2.03 0.61
C 0.64 -0.82 -2.55 -0.94
C -0.17 0.60 -2.56 0.26
C -1.69 0.53 -3.19 0.78
F -1.81 -0.75 -3.98 -0.33
F -1.88 1.68 -4.12 -0.33
C -2.81 0.43 -2.00 0.49
F -2.37 -0.64 -1.07 -0.14
F -4.07 -0.08 -2.65 -0.34
C -3.20 1.86 -1.29 0.58
F -2.07 2.86 -1.40 -0.22
F -4.30 2.45 -2.14 -0.30
C -3.82 1.74 0.22 0.44
F -5.04 0.86 0.22 -0.23
F -4.33 3.12 0.57 -0.31
C -2.75 1.32 1.39 0.44
F -1.33 1.27 0.96 -0.18
F -3.11 -0.09 1.79 -0.17
C -2.90 2.21 2.79 0.46
F -2.32 3.57 2.69 -0.19
F -4.29 2.17 3.35 -0.22
F -2.05 1.47 3.80 -0.22
H 5.21 -2.15 2.24 0.18
H 6.57 -3.36 2.74 0.31
H 4.66 -3.84 2.90 0.22
H 6.50 -3.74 0.26 0.30
H 5.10 -5.05 0.74 0.27
H 4.50 -1.91 0.15 -0.15
H 4.38 -3.19 -1.25 0.23
H 2.78 -3.76 1.58 0.27
H 2.58 -4.58 -0.11 0.33
H 1.54 1.50 0.11 0.08
H 3.75 4.02 -2.53 0.30
H 2.20 3.74 -3.56 0.23
H 0.87 4.69 -1.12 0.05
H 1.20 5.67 -2.70 0.21
H 3.60 5.82 -0.96 0.28
H 2.29 7.83 0.28 0.27
H 0.78 6.64 -0.01 0.30
H 2.07 4.74 1.37 -0.19
H 0.25 6.54 2.42 0.26
H 1.83 7.27 3.36 0.27
H 1.34 5.41 3.53 0.29
H 4.03 5.36 2.54 0.32
H 4.78 0.14 -1.33 0.44
H 3.64 -0.73 -3.53 0.35
H 2.47 0.75 -3.68 0.30
H 0.69 -1.27 -3.64 0.34
H 0.05 -1.60 -1.89 0.23
H 0.43 1.38 -3.23 0.13
H -0.30 0.99 -1.44 -0.13
O -6.55 -4.83 5.18 -0.59
C -5.72 -4.24 4.52 0.46
O -4.59 -4.81 4.00 -0.36
C -3.80 -3.80 3.38 -0.40
C -4.76 -2.68 3.06 0.27
C -5.76 -2.78 4.18 -0.49
H -3.01 -3.49 4.07 0.29
H -3.33 -4.21 2.47 0.28
H -4.27 -1.71 2.99 -0.09
H -5.26 -2.88 2.10 0.09
H -5.45 -2.20 5.06 0.29
H -6.76 -2.48 3.85 0.30
O -2.54 -6.42 -0.87 -0.60
C -3.52 -5.77 -1.19 0.43
O -4.55 -6.25 -1.93 -0.35
C -5.46 -5.19 -2.21 -0.46
C -5.21 -4.16 -1.13 -0.47
C -3.74 -4.32 -0.86 0.52
H -5.26 -4.80 -3.21 0.25
H -6.49 -5.57 -2.18 0.34
H -5.50 -3.15 -1.43 0.36
H -5.79 -4.42 -0.23 0.21
H -3.13 -3.71 -1.53 -0.01
H -3.50 -4.11 0.19 -0.26
```

The HOMO-LUMO gap comes out at 7.06 eV. The total charge is 0. For the max |F|, the calculation gives 10.0 eV/A. The LUMO energy is -1.90 eV. As for the calculated total energy: -117217.4080 eV. Its spin multiplicity is 1.

=====

# 3
The following is a DFT calculation (ωB97M-V/def2-TZVPD) of a molecular structure, C12H31AsF6N2O6Zn in a non-equilibrium geometry.

```
59
Properties=species:S:1:pos:R:3:mulliken_charge:R:1
Zn 1.55 1.27 -0.40 1.09
O 3.84 2.03 1.89 -0.51
H 4.48 1.41 2.30 0.30
As -2.64 -1.18 -4.14 2.01
F -3.77 0.17 -3.69 -0.50
F -3.42 -2.23 -2.92 -0.49
F -1.43 -2.45 -4.52 -0.49
F -1.84 -0.02 -5.30 -0.51
F -1.47 -0.55 -2.95 -0.53
F -3.80 -1.92 -5.29 -0.49
C -2.86 2.84 3.55 -1.44
C -3.38 2.82 2.14 0.27
C -4.83 3.52 2.16 -0.72
O -5.70 2.81 2.98 -0.31
C -6.85 3.56 3.34 -0.75
N -2.34 3.46 1.27 -0.66
H -3.48 2.17 4.15 0.38
H -2.83 3.76 4.13 0.34
H -1.91 2.33 3.68 0.37
H -3.55 1.76 1.92 0.30
H -5.25 3.49 1.16 0.40
H -4.67 4.56 2.44 0.37
H -6.53 4.43 3.91 0.33
H -7.56 3.02 3.95 0.26
H -7.36 4.02 2.49 0.31
H -2.18 4.35 1.72 0.29
H -2.91 3.81 0.51 0.29
C 5.07 2.23 -4.88 -1.59
C 4.21 1.42 -3.92 0.41
C 4.99 0.35 -3.15 -0.76
O 3.97 -0.38 -2.45 -0.21
C 4.27 -1.79 -2.37 -0.78
N 3.47 2.29 -3.03 -0.47
H 5.47 1.62 -5.69 0.38
H 5.92 2.76 -4.46 0.38
H 4.47 3.01 -5.36 0.45
H 3.45 0.95 -4.55 0.23
H 5.68 0.84 -2.46 0.31
H 5.57 -0.23 -3.86 0.36
H 3.36 -2.37 -2.19 0.26
H 4.87 -1.97 -1.49 0.32
H 4.89 -2.16 -3.19 0.30
H 4.17 2.87 -2.59 0.27
H 3.18 3.03 -3.67 0.25
C -0.38 -6.58 1.05 -1.11
C -0.61 -5.09 1.32 -0.21
O 0.07 -4.74 2.56 -0.26
C 0.56 -3.57 2.85 0.79
O 0.59 -2.53 2.17 -0.64
O 1.04 -3.66 4.11 -0.30
C 1.66 -2.58 4.79 -0.67
H 0.70 -6.72 1.11 0.30
H -0.79 -6.82 0.07 0.37
H -0.81 -7.27 1.78 0.30
H -1.67 -4.89 1.52 0.27
H -0.18 -4.48 0.53 0.32
H 2.44 -2.88 5.49 0.26
H 0.90 -2.02 5.34 0.29
H 2.16 -1.86 4.15 0.29
```

The HOMO-LUMO gap comes out at 3.52 eV. The total charge is 0. For the max |F|, the calculation gives 3.0 eV/A. The LUMO energy is -6.40 eV. As for the calculated total energy: -153766.4551 eV. Its spin multiplicity is 1. The calculation puts the energy above the lowest of the compared OMol25 structures with the same formula, charge and spin at 11.5251 eV.

=====

# 4
The following is a DFT calculation (ωB97M-V/def2-TZVPD) of a molecular structure, C37H27BrIN5O3SSr in a non-equilibrium geometry.

```
76
Properties=species:S:1:pos:R:3:mulliken_charge:R:1
Sr -0.20 0.42 -0.69 1.22
C -1.60 4.91 -2.01 -1.08
C -1.01 3.66 -1.78 -0.37
N -1.13 3.01 -0.63 0.45
C -1.87 3.56 0.35 -0.10
C -2.46 4.82 0.23 1.03
C -2.32 5.49 -1.00 -0.62
C -3.18 5.38 1.34 -1.03
C -3.29 4.71 2.49 -0.95
C -2.73 3.39 2.64 1.17
C -2.86 2.65 3.83 -0.81
C -2.33 1.40 3.89 -1.38
C -1.67 0.88 2.76 -0.57
N -1.53 1.54 1.63 0.91
C -2.04 2.80 1.58 -0.19
H -1.48 5.38 -2.97 0.42
H -0.41 3.19 -2.54 0.54
H -2.78 6.46 -1.13 0.42
H -3.61 6.37 1.22 0.39
H -3.82 5.13 3.34 0.39
H -3.39 3.08 4.67 0.42
H -2.40 0.79 4.78 0.48
H -1.24 -0.11 2.79 0.59
I 2.01 2.05 1.25 0.08
C 3.56 0.73 0.81 0.39
C 4.82 1.15 1.09 -0.83
C 5.93 0.30 0.85 -0.61
C 5.72 -0.95 0.36 -0.76
C 4.41 -1.41 0.06 0.96
C 4.21 -2.72 -0.44 -0.99
C 2.95 -3.14 -0.75 -1.15
C 1.85 -2.27 -0.59 0.04
C 1.94 -0.99 -0.09 -0.52
C 3.27 -0.57 0.26 0.43
H 4.99 2.14 1.49 0.40
H 6.93 0.65 1.07 0.37
H 6.55 -1.62 0.19 0.36
H 5.07 -3.36 -0.58 0.34
H 2.80 -4.15 -1.13 0.41
H 0.87 -2.68 -0.88 0.52
C 4.41 -1.45 3.77 -0.80
C 3.17 -1.34 4.66 -0.40
C 1.96 -0.99 3.90 0.20
N 1.03 -0.73 3.29 -0.23
H 5.25 -1.79 4.37 0.40
H 4.66 -0.49 3.32 0.12
H 4.25 -2.16 2.96 0.24
H 3.30 -0.58 5.43 0.27
H 2.97 -2.28 5.16 0.28
O 1.45 -0.38 -4.27 -0.65
C 0.26 -0.25 -4.10 -0.10
N -0.32 0.61 -3.16 -0.47
S -1.93 0.26 -3.05 1.62
O -2.13 -0.60 -1.85 -0.57
O -2.80 1.41 -3.10 -0.71
C -2.05 -0.73 -4.48 0.21
C -3.19 -1.21 -5.10 -0.76
C -2.98 -1.98 -6.25 -0.51
C -1.70 -2.23 -6.71 -0.46
C -0.58 -1.73 -6.06 -0.61
C -0.78 -0.95 -4.93 0.36
H -4.18 -1.00 -4.73 0.47
H -3.84 -2.37 -6.78 0.39
H -1.57 -2.83 -7.60 0.39
H 0.42 -1.91 -6.42 0.52
Br -3.49 -5.74 1.81 -0.17
C -2.64 -4.09 1.47 0.10
C -3.39 -2.99 1.09 -0.79
C -2.71 -1.81 0.85 -0.17
N -1.39 -1.66 0.98 0.49
C -0.69 -2.74 1.34 -0.51
C -1.27 -3.98 1.60 -1.06
H -4.46 -3.05 0.97 0.45
H -3.26 -0.93 0.54 0.42
H 0.37 -2.59 1.44 0.73
H -0.65 -4.82 1.89 0.49
```

The HOMO-LUMO gap comes out at 6.96 eV. The total charge is 0. For the max |F|, the calculation gives 2.3 eV/A. The LUMO energy is -0.14 eV. As for the calculated total energy: -142216.9631 eV. Its spin multiplicity is 1. The calculation puts the energy above the lowest of the compared OMol25 structures with the same formula, charge and spin at 0.8644 eV.

=====

# 5
The following is a DFT calculation (ωB97M-V/def2-TZVPD) of a single C5H7OP molecule in a non-equilibrium geometry.

```
14
Properties=species:S:1:pos:R:3:mulliken_charge:R:1
C 1.21 -1.22 0.17 -0.19
C 0.04 -1.31 -0.44 -0.30
C 2.11 -0.20 0.10 0.09
C -0.47 -0.12 -1.28 -0.82
C -1.17 1.34 1.11 -0.84
O 3.18 0.23 0.15 -0.31
P -0.18 1.58 -0.44 0.03
H 1.28 -2.14 0.72 0.36
H -0.73 -2.00 -0.35 0.41
H 0.36 -0.04 -2.13 0.29
H -1.50 -0.19 -1.58 0.45
H -1.23 2.24 1.75 0.32
H -0.68 0.54 1.51 0.27
H -2.21 1.30 0.70 0.25
```

The HOMO-LUMO gap (alpha / beta) comes out at 6.19 / 6.91 eV. The total charge is 0. For the max |F|, the calculation gives 5.2 eV/A. The LUMO energy (alpha / beta) is -0.66 / -0.36 eV. As for the calculated total energy: -16630.1715 eV. Its spin multiplicity is 1. The calculation puts the energy above the lowest of the compared OMol25 structures with the same formula, charge and spin at 3.7810 eV.

=====

# 6
The following is a DFT calculation (ωB97M-V/def2-TZVPD) of a molecular structure, H28O16V in a non-equilibrium geometry.

```
45
Properties=species:S:1:pos:R:3:mulliken_charge:R:1
O -1.50 0.20 0.19 0.13
V -0.37 -0.72 -0.52 0.54
O 0.95 0.24 -0.27 -0.07
O 0.84 2.02 -2.74 -0.71
H 1.68 1.73 -2.39 0.25
H 1.25 2.72 -3.28 0.29
O -0.44 0.47 2.79 -0.51
H -1.31 0.25 2.56 0.25
H -0.21 -0.16 3.45 0.26
O 3.41 -0.73 -1.79 -0.73
H 3.46 -0.17 -2.57 0.28
H 3.35 -0.12 -1.05 0.43
O -0.38 -2.08 1.15 -0.38
H -0.84 -2.92 1.13 0.35
H 0.53 -2.40 1.30 0.24
O -1.16 0.17 -2.30 -0.44
H -0.50 0.69 -2.72 0.34
H -1.89 0.81 -2.23 0.27
O -1.86 -2.19 -1.20 -0.45
H -2.78 -1.89 -1.15 0.38
H -2.02 -2.95 -0.60 0.29
O -2.54 2.54 0.79 -0.74
H -1.66 2.74 0.44 0.44
H -2.48 1.53 0.84 0.45
O 2.33 -1.92 1.15 -0.64
H 2.92 -2.44 0.58 0.26
H 2.92 -1.84 1.92 0.31
O 2.82 -0.01 3.05 -0.72
H 3.82 0.13 3.12 0.33
H 2.60 0.36 2.18 0.26
O 2.99 1.08 0.34 -0.85
H 2.12 0.65 0.20 0.51
H 2.99 1.95 -0.13 0.30
O -4.03 -0.67 -0.85 -0.74
H -4.09 0.13 -1.31 0.31
H -3.68 -0.44 0.03 0.39
O -0.04 3.11 -0.31 -0.66
H 0.37 2.80 -1.14 0.30
H -0.03 4.09 -0.37 0.29
O 1.00 -1.94 -1.56 -0.33
H 1.12 -2.86 -1.21 0.33
H 1.96 -1.78 -1.76 0.27
O -3.64 0.04 1.78 -0.63
H -4.25 0.63 2.30 0.28
H -3.73 -0.82 2.18 0.27
```

The HOMO-LUMO gap comes out at 8.12 eV. The total charge is +1. For the max |F|, the calculation gives 6.3 eV/A. The LUMO energy is -4.25 eV. As for the calculated total energy: -58897.2996 eV. Its spin multiplicity is 1.

=====

# 7
The following is a DFT calculation (ωB97M-V/def2-TZVPD) of 19 unconnected molecules or ions with the total composition C27H57F4N15O42 in a non-equilibrium geometry.

```
145
Properties=species:S:1:pos:R:3:mulliken_charge:R:1
C 2.73 -22.31 1.42 -0.37
N 3.52 -23.50 1.78 0.98
O 4.73 -23.40 1.74 -0.48
O 2.90 -24.56 2.11 -0.55
H 1.94 -22.66 0.75 0.12
H 3.40 -21.65 0.86 -0.07
H 2.24 -21.82 2.26 0.36
C 2.10 -29.83 -1.09 -0.56
N 1.70 -30.13 0.28 0.91
O 0.49 -30.38 0.47 -0.54
O 2.60 -30.11 1.17 -0.50
H 1.89 -28.79 -1.36 0.06
H 1.61 -30.45 -1.84 0.33
H 3.19 -29.81 -1.08 0.30
C 5.77 -29.29 -8.12 -0.78
N 4.65 -30.23 -8.42 1.00
O 4.98 -31.39 -8.53 -0.58
O 3.47 -29.82 -8.61 -0.55
H 6.54 -29.88 -7.61 0.40
H 5.36 -28.44 -7.58 0.05
H 6.07 -28.95 -9.11 0.47
C 0.92 -21.67 -2.89 -0.68
N 0.36 -20.29 -3.24 0.92
O 0.27 -19.93 -4.48 -0.53
O 0.20 -19.53 -2.31 -0.53
H 1.67 -22.05 -3.58 0.25
H 0.26 -22.44 -2.50 0.38
H 1.41 -21.56 -1.92 0.15
C 8.68 -25.38 -3.41 -0.29
N 9.91 -25.66 -2.64 1.12
O 9.78 -26.10 -1.51 -0.63
O 10.97 -25.31 -3.08 -0.61
H 8.41 -24.33 -3.38 0.30
H 7.90 -26.06 -3.06 0.08
H 8.94 -25.85 -4.36 0.01
C 10.64 -23.24 -7.02 -0.61
N 9.53 -22.49 -6.24 0.86
O 8.74 -21.78 -6.87 -0.47
O 9.39 -22.77 -5.07 -0.47
H 10.39 -24.28 -7.20 0.10
H 11.54 -23.30 -6.42 0.31
H 10.89 -22.78 -7.98 0.31
C 6.59 -20.47 -4.66 -0.09
N 5.64 -20.16 -5.72 0.90
O 5.82 -19.19 -6.56 -0.60
O 4.64 -20.86 -5.87 -0.45
H 7.13 -21.27 -5.17 0.04
H 6.06 -20.66 -3.73 -0.23
H 7.27 -19.62 -4.56 0.38
C 4.48 -23.10 -8.54 -0.61
N 5.85 -23.58 -8.51 0.94
O 6.37 -24.02 -9.49 -0.57
O 6.31 -23.52 -7.35 -0.37
H 4.02 -23.52 -9.44 0.12
H 4.58 -22.02 -8.46 0.40
H 3.95 -23.55 -7.70 0.12
C 8.24 -27.11 -7.45 -0.57
N 8.43 -26.57 -8.82 1.21
O 9.30 -25.82 -9.04 -0.60
O 7.64 -26.95 -9.70 -0.59
H 8.14 -28.19 -7.46 0.02
H 7.38 -26.55 -7.09 0.20
H 9.12 -26.83 -6.86 0.28
C 5.22 -19.47 -0.42 -0.55
N 4.54 -19.44 -1.74 0.67
O 4.57 -18.47 -2.51 -0.53
O 3.84 -20.42 -2.06 -0.22
H 4.58 -18.89 0.25 0.36
H 6.21 -19.07 -0.65 0.35
H 5.21 -20.52 -0.10 -0.05
C 6.73 -25.76 0.29 -0.56
N 5.79 -26.86 -0.05 0.94
O 4.62 -26.56 0.05 -0.49
O 6.36 -27.88 -0.47 -0.56
H 6.35 -25.39 1.24 0.37
H 6.49 -25.01 -0.46 0.00
H 7.79 -26.04 0.26 0.26
C -2.05 -25.38 -8.91 -0.55
N -1.09 -24.19 -8.76 0.86
O -0.57 -23.99 -7.71 -0.53
O -0.95 -23.49 -9.80 -0.53
H -3.01 -24.93 -8.68 0.31
H -1.65 -26.18 -8.28 0.07
H -2.05 -25.62 -9.97 0.31
C 12.17 -29.35 -3.58 -0.76
N 11.42 -28.85 -4.73 0.77
O 11.98 -28.89 -5.82 -0.51
O 10.43 -28.15 -4.47 -0.39
H 12.35 -28.46 -2.98 0.30
H 13.01 -29.96 -3.90 0.32
H 11.50 -29.95 -2.97 0.28
C 0.97 -25.92 -0.70 -1.05
N 1.77 -25.02 -1.62 0.70
O 1.69 -25.11 -2.84 -0.33
O 2.42 -24.16 -1.00 -0.09
H 0.37 -26.68 -1.19 0.39
H 0.39 -25.27 -0.05 0.28
H 1.66 -26.38 0.00 0.31
C 8.18 -21.92 2.11 -0.67
N 8.89 -20.82 1.41 0.84
O 8.49 -19.62 1.53 -0.51
O 9.95 -21.16 0.82 -0.49
H 8.52 -22.03 3.14 0.33
H 8.21 -22.78 1.45 0.29
H 7.09 -21.83 2.17 0.20
C 0.23 -26.84 -6.15 -0.04
C 0.12 -28.12 -7.03 0.15
O 1.21 -28.86 -6.53 -0.32
C 2.07 -27.99 -5.96 0.28
O 3.08 -28.37 -5.35 -0.50
O 1.55 -26.85 -5.82 -0.09
F 0.48 -27.92 -8.27 -0.20
H -0.34 -26.98 -5.24 0.33
H -0.05 -25.98 -6.75 -0.09
H -0.88 -28.54 -6.95 0.40
C 5.35 -32.39 -3.66 -0.51
C 5.41 -30.90 -4.02 0.57
O 6.21 -30.88 -5.17 -0.02
C 7.06 -31.96 -5.03 0.48
O 7.97 -32.22 -5.79 -0.59
O 6.61 -32.80 -4.18 -0.35
F 6.01 -30.08 -3.10 -0.25
H 4.57 -32.90 -4.23 0.33
H 5.20 -32.61 -2.61 0.39
H 4.41 -30.55 -4.24 -0.06
C 4.43 -24.75 -5.05 1.15
C 4.91 -25.84 -4.11 0.45
O 5.32 -25.20 -2.95 0.05
C 5.36 -23.89 -3.14 0.39
O 5.65 -23.05 -2.27 -0.70
O 5.13 -23.61 -4.48 0.10
F 5.97 -26.30 -4.78 -0.16
H 3.34 -24.70 -5.09 -0.12
H 4.66 -24.75 -6.11 -1.29
H 4.20 -26.61 -3.81 0.14
C 4.16 -26.25 -11.74 -0.54
C 2.73 -25.86 -11.43 0.29
O 2.65 -25.81 -10.01 -0.14
C 3.74 -26.33 -9.52 0.08
O 4.03 -26.32 -8.34 -0.04
O 4.57 -26.83 -10.51 -0.23
F 1.94 -26.79 -11.92 -0.31
H 4.85 -25.41 -11.86 0.28
H 4.38 -26.97 -12.52 0.30
H 2.44 -24.90 -11.87 0.33
```

The HOMO-LUMO gap comes out at 9.15 eV. The total charge is 0. For the max |F|, the calculation gives 6.3 eV/A. The LUMO energy is -0.87 eV. As for the calculated total energy: -148094.3591 eV. Its spin multiplicity is 1.

=====

Question: Among the records above, which one has the highest max |F|?
Answer: C30H41F14IN4O11S

=====

Question: The highest max |F| belongs to which entry?
Answer: C30H41F14IN4O11S